{"formula": "C20H59AsF6N5O7", "method": "wB97M-V/def2-TZVPD", "species": ["As", "F", "F", "F", "F", "F", "F", "O", "H", "H", "O", "H", "H", "C", "C", "C", "O", "C", "N", "H", "H", "H", "H", "H", "H", "H", "H", "H", "H", "H", "C", "C", "C", "O", "C", "N", "H", "H", "H", "H", "H", "H", "H", "H", "H", "H", "H", "C", "C", "C", "O", "C", "N", "H", "H", "H", "H", "H", "H", "H", "H", "H", "H", "H", "C", "C", "C", "O", "C", "N", "H", "H", "H", "H", "H", "H", "H", "H", "H", "H", "H", "C", "C", "C", "O", "C", "N", "H", "H", "H", "H", "H", "H", "H", "H", "H", "H", "H"], "xyz": [[0.65, 0.92, -0.60], [-0.41, 1.35, 0.71], [1.43, 2.44, -0.48], [1.67, 0.46, -1.93], [-0.05, -0.66, -0.67], [-0.48, 1.51, -1.76], [1.77, 0.33, 0.59], [2.44, 2.44, 3.08], [1.94, 2.51, 2.26], [2.55, 1.48, 3.19], [3.50, 3.12, -2.35], [2.82, 2.44, -2.42], [4.18, 2.73, -1.80], [-4.04, 1.55, 1.16], [-4.62, 2.43, 0.04], [-3.49, 2.92, -0.84], [-4.08, 3.66, -1.91], [-3.12, 4.34, -2.67], [-5.61, 1.64, -0.70], [-3.28, 0.90, 0.72], [-4.85, 0.89, 1.49], [-3.70, 2.08, 2.04], [-5.10, 3.30, 0.48], [-2.91, 2.12, -1.33], [-2.81, 3.49, -0.20], [-3.65, 4.85, -3.48], [-2.41, 3.64, -3.15], [-2.58, 5.08, -2.08], [-5.12, 0.95, -1.27], [-6.02, 2.26, -1.40], [4.23, -0.33, 5.05], [4.09, -0.70, 3.58], [4.50, -2.15, 3.35], [4.27, -2.48, 2.00], [4.75, -3.74, 1.67], [2.70, -0.44, 3.14], [3.69, 0.60, 5.23], [5.27, -0.20, 5.32], [3.80, -1.12, 5.67], [4.81, -0.11, 3.00], [3.96, -2.84, 4.02], [5.58, -2.23, 3.59], [4.13, -4.55, 2.09], [5.78, -3.91, 2.00], [4.71, -3.86, 0.58], [2.15, -1.06, 3.74], [2.60, -0.76, 2.18], [-2.02, 0.25, 3.78], [-0.79, -0.60, 3.51], [-0.53, -1.57, 4.64], [0.82, -2.01, 4.61], [1.07, -3.01, 5.56], [-1.02, -1.36, 2.26], [-2.02, 1.09, 3.08], [-2.10, 0.66, 4.80], [-2.95, -0.32, 3.65], [0.06, 0.09, 3.40], [-1.24, -2.41, 4.53], [-0.72, -1.10, 5.61], [2.15, -3.09, 5.69], [0.71, -3.98, 5.22], [0.62, -2.75, 6.53], [-0.99, -0.66, 1.52], [-0.16, -1.89, 2.11], [3.60, 0.38, -4.60], [2.73, 1.31, -5.43], [2.13, 0.59, -6.63], [1.51, 1.47, -7.56], [2.40, 2.27, -8.27], [1.73, 1.93, -4.56], [4.28, -0.19, -5.24], [2.97, -0.31, -4.03], [4.25, 0.98, -3.97], [3.37, 2.12, -5.78], [1.37, -0.12, -6.31], [2.91, 0.03, -7.16], [2.81, 3.11, -7.69], [1.87, 2.70, -9.12], [3.24, 1.69, -8.69], [0.88, 2.20, -5.05], [1.36, 1.29, -3.86], [-5.20, -2.20, 0.56], [-3.93, -2.92, 0.22], [-2.96, -2.07, -0.58], [-3.28, -2.12, -1.96], [-2.64, -1.09, -2.67], [-3.32, -3.44, 1.47], [-5.94, -2.82, 1.05], [-5.64, -1.68, -0.30], [-5.02, -1.37, 1.26], [-4.18, -3.82, -0.35], [-1.94, -2.43, -0.43], [-2.99, -1.03, -0.23], [-3.09, -0.11, -2.44], [-2.85, -1.27, -3.73], [-1.57, -1.11, -2.51], [-2.52, -4.01, 1.19], [-2.88, -2.65, 1.95]], "mulliken_charge": [2.136, -0.549, -0.509, -0.540, -0.478, -0.508, -0.480, -0.771, 0.319, 0.275, -0.643, 0.258, 0.305, -0.887, 0.270, -0.140, -0.385, -0.684, -0.787, -0.350, 0.362, 0.567, 0.366, -0.188, 0.449, 0.268, 0.229, 0.302, 0.217, 0.367, -1.527, 0.226, -0.618, -0.209, -0.799, 0.296, 0.365, 0.451, 0.234, 0.449, 0.146, 0.431, 0.295, 0.305, 0.241, 0.217, 0.111, -1.640, 1.720, -1.428, -0.355, -1.028, 0.065, 0.156, 0.491, 0.314, -0.227, 0.345, 0.498, 0.286, 0.300, 0.349, -0.408, 0.247, -1.319, 0.698, -0.738, -0.354, -0.705, -0.448, 0.495, 0.202, 0.286, 0.126, 0.317, 0.317, 0.264, 0.258, 0.319, 0.286, 0.005, -1.120, 0.109, 0.858, -0.524, -0.369, -0.794, 0.383, 0.314, -0.010, 0.361, 0.238, -0.667, -0.015, 0.376, 0.205, 0.339, 0.215], "total_charge": -1, "homo_lumo_gap_ev": 9.037, "multiplicity": 1, "e_homo_ha": -0.2448, "de_lowest_kcal_mol": 0.00}

---

{"formula": "C8H28N6O6", "method": "wB97M-V/def2-TZVPD", "species": ["N", "C", "N", "O", "H", "H", "H", "H", "N", "C", "N", "O", "H", "H", "H", "H", "N", "C", "N", "O", "H", "H", "H", "H", "C", "C", "O", "H", "H", "H", "H", "H", "H", "C", "C", "O", "H", "H", "H", "H", "H", "H", "C", "O", "H", "H", "H", "H"], "xyz": [[3.88, 1.53, 0.88], [2.74, 1.20, 1.52], [1.72, 1.17, 0.74], [2.70, 0.88, 2.88], [4.71, 1.50, 1.45], [3.99, 1.63, -0.14], [0.78, 0.98, 1.10], [1.75, 1.35, -0.27], [0.11, 0.51, 4.46], [0.09, -0.73, 4.10], [0.90, -1.02, 3.18], [-0.91, -1.63, 4.56], [-0.65, 0.81, 5.05], [0.70, 1.19, 3.97], [0.87, -1.89, 2.67], [1.58, -0.35, 2.76], [-0.69, 1.21, 1.86], [-1.45, 0.50, 1.04], [-1.65, 1.15, -0.05], [-1.91, -0.83, 1.23], [-0.49, 0.73, 2.75], [-0.53, 2.17, 1.79], [-2.26, 0.63, -0.73], [-1.34, 2.12, -0.25], [-1.88, -1.56, -1.99], [-2.96, -0.92, -2.83], [-3.48, 0.14, -2.04], [-2.29, -1.99, -1.08], [-1.12, -0.85, -1.73], [-1.41, -2.33, -2.65], [-3.75, -1.67, -3.12], [-2.60, -0.53, -3.76], [-4.11, 0.57, -2.64], [1.05, 0.17, -3.35], [0.22, 1.39, -3.04], [0.86, 2.02, -1.95], [2.05, 0.44, -3.60], [0.65, -0.44, -4.11], [1.11, -0.40, -2.40], [-0.83, 1.25, -2.93], [0.43, 2.07, -3.87], [0.37, 2.76, -1.59], [0.78, -2.50, 0.15], [-0.03, -2.78, 1.31], [0.27, -2.60, -0.79], [1.60, -3.18, 0.16], [1.26, -1.55, 0.21], [-0.83, -2.30, 1.13]], "mulliken_charge": [-0.413, 0.682, 0.062, -0.781, 0.277, 0.171, -0.099, 0.252, -0.496, 0.580, -0.054, -0.765, 0.193, 0.394, 0.259, 0.054, -0.568, 0.456, -0.096, -0.785, 0.125, 0.270, 0.216, 0.202, -0.397, -0.581, -0.601, 0.348, -0.311, 0.429, 0.370, 0.325, 0.297, -1.077, -0.050, -0.573, 0.395, 0.373, 0.063, 0.310, 0.333, 0.243, -0.323, -0.656, 0.226, 0.474, -0.112, 0.361], "homo_lumo_gap_ev": 7.349, "smiles": "NC(N)=O.NC(N)=O.NC(N)=O.CCO.CCO.CO", "multiplicity": 1, "e_homo_ha": -0.2836, "de_lowest_kcal_mol": 94.41}

---

Number 2 is which compound? C8H28N6O6